Computed, not measured: a 2-piece molecular cluster, C3H4N4O4 overall at a distorted geometry, with the ωB97M-V functional and the def2-TZVPD basis.

Structure (XYZ):
```
15
Properties=species:S:1:pos:R:3:forces:R:3:lowdin_charge:R:1
C 0.21156 -0.43516 0.14066 0.1 -0.1 0.0 -0.16
C 0.76737 0.68941 -0.75422 0.4 0.7 0.5 -0.39
C -0.60519 0.71520 -0.22264 0.1 0.0 0.0 -0.03
N 0.95006 0.44195 -2.11973 -0.5 -0.9 -0.6 0.05
N -2.07513 -0.13905 3.04292 0.5 0.2 -0.9 0.15
N 1.80136 1.16953 -2.75071 -0.4 -0.4 0.3 -0.57
N -2.66135 -0.40376 4.09123 -0.5 -0.2 0.8 -0.76
O 2.41577 2.12244 -2.21932 0.4 0.7 0.4 -0.12
O -3.28567 0.50393 4.72286 -0.2 0.3 0.2 -0.18
O 2.00427 0.88284 -3.94941 0.3 0.0 -0.9 -0.15
O -2.64641 -1.59014 4.54658 0.0 -0.4 0.1 -0.18
H -0.02421 -1.41250 -0.26625 0.0 0.0 -0.1 0.08
H 0.65146 -0.47240 1.12642 0.1 0.0 0.2 0.08
H 1.52932 1.31540 -0.28486 -0.2 -0.1 0.1 0.12
H -1.49510 0.64529 -0.82396 -0.1 0.1 -0.1 0.06
```
Positions in Å, forces in eV/Å.

Computed properties:
E_HOMO (spin up / spin down)	-1.70 / -1.04	eV
relative energy (zero: lowest compared OMol25 entry of this formula, charge and spin)	2.319	eV
strongest force on any atom	1.16	eV/A
net charge	-2
orbital gap (spin up / spin down)	0.2961 / 0.2775	Ha

=====

Computed, not measured: C25H58LaN2O2Si3 as an isolated structure at a distorted geometry, with the ωB97M-V functional and the def2-TZVPD basis.

Structure (XYZ):
```
91
Properties=species:S:1:pos:R:3:forces:R:3:lowdin_charge:R:1
O 2.29255 0.59813 -2.36849 0.8 0.9 0.2 -0.24
O 1.82608 -1.55595 -3.05639 -1.0 -2.8 -2.0 -0.13
C 2.40281 1.91320 -3.00800 0.2 -0.4 -0.4 -0.19
C 2.01745 3.03514 -2.07588 0.1 0.2 0.2 -0.05
H 1.76688 1.88698 -3.90568 0.0 -0.2 0.5 0.12
H 3.43445 2.03615 -3.36488 -0.2 0.0 0.1 0.12
H 1.09261 2.84174 -1.52825 0.0 -0.1 -0.1 0.08
H 1.87795 3.96109 -2.63507 0.0 -0.1 -0.1 0.10
H 2.81331 3.24000 -1.35680 -0.1 0.0 0.0 0.08
C 3.20026 0.40894 -1.23975 -0.2 0.6 -0.3 -0.21
C 4.62498 0.31247 -1.72074 0.8 0.0 0.2 -0.05
H 2.87211 -0.50039 -0.71127 0.0 0.4 -0.3 0.12
H 3.05280 1.27001 -0.58561 0.1 -0.3 0.2 0.10
H 4.80102 -0.55309 -2.37772 -0.1 0.3 0.3 0.06
H 5.27734 0.19846 -0.84688 -0.1 -0.1 -0.2 0.10
H 4.97546 1.22091 -2.23843 -0.2 -0.4 0.2 0.09
C 1.93937 -3.04848 -2.57825 -0.3 1.0 -0.1 -0.10
C 1.92540 -1.40113 -4.55575 0.1 0.1 0.6 -0.14
C 3.16034 -3.21014 -1.73510 0.3 -0.1 0.2 -0.05
H 1.94574 -3.67008 -3.48569 0.1 0.5 0.2 0.14
H 1.00376 -3.23785 -2.03124 0.4 0.4 -0.3 0.10
H 4.05131 -2.86937 -2.26852 -0.1 0.0 0.2 0.08
H 3.30857 -4.27275 -1.51935 -0.1 0.1 0.0 0.10
H 3.05792 -2.69344 -0.77609 0.1 0.0 -0.2 0.09
C 3.39368 -1.47958 -4.85071 0.3 -0.1 -0.5 -0.04
H 1.51413 -0.41290 -4.78755 0.0 -0.2 0.3 0.12
H 1.30642 -2.16046 -5.04816 0.2 0.1 0.4 0.13
H 3.97731 -0.75978 -4.26617 -0.3 0.0 -0.1 0.07
H 3.57832 -1.25858 -5.89935 0.0 -0.1 -0.1 0.10
H 3.77183 -2.47820 -4.63071 0.1 0.0 -0.1 0.09
H 2.37935 -0.72204 -2.81213 -0.5 0.4 1.0 0.06
La -1.44547 0.03202 0.92569 -1.9 -0.4 2.7 1.73
C -0.21356 -0.55543 -0.83157 2.9 -1.0 -3.6 -0.51
Si -1.36593 -0.79635 -2.27499 0.5 0.1 0.3 0.40
H 0.41327 -1.43466 -0.59834 -0.1 0.0 -0.1 0.00
H 0.49679 0.26857 -1.06013 -0.4 -0.3 0.2 -0.01
C -1.32149 0.47039 -3.67421 -0.2 0.2 0.0 -0.15
C -3.02661 -0.67336 -1.36286 -0.5 -0.1 -0.5 -0.25
C -1.33062 -2.43618 -3.19720 -0.2 -0.3 0.2 -0.18
C -1.89602 2.30358 0.23817 0.1 0.9 -0.3 -0.45
Si -3.45093 2.51179 1.22876 0.7 0.6 -0.5 0.34
H -1.90152 2.53171 -0.84251 -0.3 0.1 0.4 -0.01
H -0.94600 2.70075 0.66306 -0.8 0.0 0.0 -0.05
C -4.92618 1.74647 0.33717 -0.1 0.0 0.0 -0.19
C -3.82559 4.30282 1.59234 -0.3 0.1 0.2 -0.19
C -3.28998 1.56825 2.88897 -0.1 0.0 0.0 -0.23
H -2.34163 -2.60297 -3.60549 0.3 -0.1 0.1 0.05
H -1.09356 -3.27274 -2.52497 -0.2 0.0 -0.3 0.03
H -0.63060 -2.44213 -4.04652 -0.2 0.0 0.3 0.02
H -1.80251 1.41472 -3.37225 0.3 -0.2 -0.2 0.04
H -1.88839 0.06754 -4.53433 0.2 0.2 0.3 0.04
H -0.29713 0.68652 -4.02542 -0.4 0.0 0.2 0.00
H -3.18310 0.35633 -0.97217 -0.1 -0.5 -0.3 -0.02
H -3.10879 -1.42718 -0.54335 -0.2 0.3 -0.5 0.03
H -3.83609 -0.88031 -2.07404 -0.1 0.1 0.4 0.06
H -3.50284 4.91912 0.74082 -0.1 -0.1 0.3 0.03
H -3.28888 4.63331 2.49414 -0.2 0.0 -0.3 0.03
H -4.90723 4.43110 1.74259 0.3 0.2 0.1 0.03
H -2.32040 1.71694 3.39916 -0.3 -0.1 -0.2 0.04
H -3.50532 0.47910 2.83311 0.1 0.5 0.1 0.00
H -4.06557 1.99453 3.53980 0.1 -0.2 0.0 0.05
H -5.83315 2.24362 0.70957 0.1 -0.2 -0.1 0.04
H -5.04751 0.66932 0.51420 0.0 0.2 -0.1 0.03
H -4.87208 1.90957 -0.74646 -0.1 0.0 0.2 0.04
C 1.57019 2.96307 1.62167 0.2 0.3 0.3 -0.03
C 1.18074 2.02658 2.72330 -0.4 -0.7 0.6 -0.33
C 1.62288 2.22374 4.02349 0.3 0.4 -0.2 -0.06
C 1.33484 1.30278 5.03562 -0.5 -1.0 -0.2 -0.05
C 0.61575 0.15600 4.71400 0.4 0.7 0.3 -0.03
C 0.13555 0.01435 3.38995 -0.8 -0.3 -0.3 -0.46
N 0.40326 0.96252 2.42059 0.6 -0.1 0.7 0.00
N -0.68606 -0.98693 2.96954 0.5 0.0 0.5 -0.26
Si -1.34724 -2.32475 3.86509 0.6 1.3 -0.1 0.35
C 0.07584 -3.34968 4.49742 -0.1 -0.4 0.1 -0.17
C -2.39204 -1.63170 5.26100 -0.2 -0.3 0.2 -0.16
C -2.38768 -3.28946 2.63766 0.0 -0.2 0.1 -0.18
H 0.71653 3.50433 1.21067 0.0 -0.1 0.0 0.07
H 2.26655 3.69269 2.04298 -0.1 0.0 -0.2 0.09
H 2.07563 2.43427 0.80904 -0.2 0.0 0.1 0.05
H 2.21516 3.10237 4.23688 0.0 0.0 0.1 0.10
H 1.67478 1.45150 6.06556 -0.1 0.1 -0.4 0.12
H 0.37109 -0.61450 5.45337 0.2 0.5 -0.3 0.09
H 0.76569 -2.76324 5.12034 -0.2 -0.2 -0.2 0.02
H -0.29944 -4.19310 5.09291 0.2 0.1 -0.1 0.04
H 0.64509 -3.74932 3.64620 -0.1 0.0 0.2 0.03
H -3.06367 -0.83702 4.90271 0.2 -0.2 0.1 0.02
H -3.00761 -2.43293 5.69633 0.1 0.3 0.1 0.03
H -1.76696 -1.21005 6.06202 -0.2 -0.1 -0.2 0.03
H -3.23065 -2.70774 2.23602 0.1 -0.1 0.1 0.02
H -1.77368 -3.65852 1.80303 -0.2 0.1 0.2 0.03
H -2.80142 -4.16106 3.16649 0.0 0.2 -0.3 0.04
```
Positions in Å, forces in eV/Å.

Computed properties:
E_HOMO	-9.20	eV
relative energy (zero: lowest compared OMol25 entry of this formula, charge and spin)	2.242	eV
strongest force on any atom	4.72	eV/A
net charge	+1
orbital gap	0.2629	Ha

=====

Computed, not measured: C42H82BeF3O34 as an isolated structure at a distorted geometry, with the ωB97M-V functional and the def2-TZVPD basis.

Structure (XYZ):
```
162
Properties=species:S:1:pos:R:3:forces:R:3:lowdin_charge:R:1
Be -0.23414 -3.78105 1.98243 1.2 3.9 -2.4 1.18
C -1.38493 -0.33929 0.67319 0.5 -2.4 -1.5 -0.38
O -0.31667 -0.08586 -0.28561 -0.3 1.3 0.4 -0.10
O -1.02217 -1.55124 1.21175 0.9 -0.9 1.5 -0.17
C -1.61457 0.82864 1.64256 -0.3 0.5 -0.2 -0.53
F -0.62861 1.04916 2.50022 0.4 -0.1 0.1 0.16
F -1.78461 1.95353 0.91583 0.1 0.1 0.0 0.14
F -2.74740 0.71427 2.37820 0.2 -0.7 -0.4 0.13
C -0.63159 0.67850 -1.46621 -0.2 0.0 -0.6 -0.22
C 0.60092 1.05136 -2.28264 0.1 0.1 0.7 -0.04
H 1.29767 1.64373 -1.68583 0.1 -0.1 0.1 0.06
H 1.14438 0.20528 -2.69907 -0.1 0.0 0.0 0.06
H 0.27912 1.70566 -3.09488 -0.1 -0.1 -0.1 0.08
H -1.17029 1.61074 -1.28418 0.0 -0.1 0.6 0.11
H -1.29189 0.10813 -2.12662 -0.1 -0.3 0.2 0.09
H -2.29660 -0.43338 0.07080 -0.4 0.3 0.1 0.14
C -2.22909 4.23134 -2.79368 -0.9 0.7 1.1 -0.17
C -1.08578 4.85101 -3.56651 -0.4 -0.3 -0.8 -0.19
C -1.35220 6.35178 -3.42002 -0.1 -1.3 0.7 -0.17
O -2.75485 6.49635 -3.07987 0.3 0.2 -0.6 -0.14
C -3.42051 5.23109 -3.04012 1.3 -0.9 -0.5 -0.17
H -1.99289 4.33809 -1.73106 0.0 -0.3 0.1 0.11
H -2.45005 3.18384 -2.98094 -0.1 0.1 -0.2 0.06
H -1.13343 4.53017 -4.61084 0.0 0.1 -0.1 0.11
H -0.09072 4.57599 -3.21487 -0.1 0.0 0.2 0.08
H -1.01892 6.84827 -4.32931 -0.5 0.6 0.1 0.12
H -0.75689 6.63970 -2.55271 -0.1 0.7 -0.1 0.12
H -3.93214 4.96080 -3.96990 0.2 0.3 -0.4 0.11
H -4.22611 5.24873 -2.30822 0.4 0.0 0.4 0.12
C 3.77150 4.10056 -5.20901 -0.7 -0.7 -1.2 -0.15
C 2.52637 3.64208 -4.42148 0.2 0.5 0.4 -0.16
C 2.77329 4.37655 -3.10643 -0.1 0.0 -0.3 -0.23
O 4.16333 4.34879 -2.91701 1.1 -0.2 0.4 -0.15
C 4.84798 4.42321 -4.18758 -0.5 -0.2 0.6 -0.17
H 3.46641 4.93852 -5.83607 0.3 0.2 0.1 0.11
H 4.10506 3.31219 -5.88488 0.0 0.1 -0.1 0.11
H 2.46862 2.56294 -4.26996 0.3 0.0 0.1 0.09
H 1.56454 3.92949 -4.84767 0.2 0.1 -0.3 0.10
H 2.25940 3.87828 -2.28239 0.2 0.2 0.3 0.10
H 2.49940 5.43660 -3.13871 -0.6 -0.1 -0.2 0.13
H 5.65765 3.69257 -4.16607 -0.1 -0.2 0.0 0.11
H 5.34093 5.38298 -4.35237 -0.3 0.3 0.2 0.12
C 1.73859 3.55686 5.57962 0.6 0.3 0.2 -0.01
O 0.79116 3.67930 4.52656 1.2 1.3 -1.0 0.02
C -0.39126 3.19020 4.65282 -3.1 -1.6 0.9 -0.62
O -0.73709 2.34533 5.46341 0.4 0.7 -0.5 0.10
O -1.24506 3.73274 3.74538 1.6 0.6 -0.3 -0.01
C -2.62410 3.47365 3.80104 -0.9 -1.4 0.9 -0.07
H 2.05560 2.52794 5.72012 -0.2 0.0 0.2 0.09
H 1.39204 4.04702 6.48820 -0.4 -0.4 0.1 0.11
H 2.60636 4.14340 5.28189 -0.1 -0.2 -0.4 0.10
H -3.11894 3.66854 2.85227 0.5 0.5 -0.1 0.10
H -3.11114 3.99403 4.62701 0.2 0.4 -0.2 0.11
H -2.82311 2.41879 3.99872 0.3 0.0 0.1 0.06
C 2.34021 -0.90693 0.36920 -1.0 0.0 0.0 0.02
O 3.39167 -1.85919 0.55515 0.9 -0.3 0.3 0.04
C 3.12435 -3.13594 0.65807 0.7 0.9 -0.4 -0.59
O 2.02728 -3.62241 0.82905 -1.8 -1.1 0.7 0.08
O 4.24811 -3.84011 0.49242 0.1 0.3 0.4 0.01
C 4.21945 -5.25650 0.60220 -0.2 -1.1 -0.7 -0.03
H 1.89091 -1.11230 -0.60019 -0.2 0.0 0.2 0.10
H 2.71140 0.11445 0.37312 0.7 -0.3 -0.1 0.09
H 1.60636 -0.94941 1.17425 -0.1 -0.4 -0.2 0.08
H 3.86841 -5.71273 -0.32646 -0.5 0.3 0.0 0.09
H 3.62491 -5.65092 1.42451 -0.1 0.4 0.1 0.09
H 5.22316 -5.67432 0.66024 0.2 0.7 0.4 0.10
C -5.71347 0.71714 0.11694 -0.8 1.1 1.1 -0.04
O -4.91944 0.12861 -0.87992 0.2 -1.7 0.6 0.02
C -4.37579 0.88117 -1.80165 -0.7 2.6 0.0 -0.62
O -4.44422 2.09691 -1.81999 0.3 -1.0 -0.3 0.13
O -3.79697 0.10526 -2.69160 0.8 -1.7 0.0 -0.01
C -3.41182 0.57954 -3.95636 -0.8 1.3 -1.2 -0.04
H -5.19267 1.44464 0.74319 0.4 0.2 -0.5 0.09
H -6.07367 -0.00582 0.84615 0.1 -0.6 -0.6 0.07
H -6.59087 1.21540 -0.29446 0.1 0.0 -0.2 0.11
H -4.29883 1.01672 -4.42095 0.1 0.3 0.0 0.11
H -3.12804 -0.20232 -4.65824 0.1 -0.6 0.8 0.09
H -2.62903 1.33805 -3.96564 0.0 -0.1 0.4 0.08
C 1.36188 0.02514 4.34335 -0.9 1.3 -1.0 -0.02
O 2.13935 -1.02446 4.86700 0.2 -1.3 0.0 0.07
C 1.95775 -2.26612 4.46007 0.6 0.6 2.0 -0.56
O 1.15241 -2.67780 3.64937 -1.4 -0.8 -1.7 0.07
O 2.74295 -3.02892 5.20927 0.3 0.6 -0.2 0.03
C 2.66548 -4.43264 5.07914 -0.5 -0.3 -0.4 -0.03
H 1.02477 0.71164 5.11816 0.2 -0.5 0.4 0.08
H 0.45564 -0.31243 3.84119 0.3 -0.3 0.0 0.09
H 1.97909 0.61336 3.66099 0.0 -0.2 -0.1 0.09
H 1.62789 -4.74036 5.22072 0.1 -0.2 0.0 0.10
H 3.28976 -4.86336 5.85660 0.0 0.1 -0.1 0.11
H 3.00913 -4.73702 4.08913 0.0 -0.1 0.1 0.09
C -6.87625 -1.87408 6.45838 0.4 1.3 1.3 -0.05
O -7.52235 -1.78872 5.20076 0.1 0.2 -0.7 0.02
C -7.14630 -0.86834 4.28928 1.2 -0.4 0.1 -0.57
O -7.56360 -0.85044 3.17049 -0.4 0.2 -0.1 0.15
O -6.14777 -0.07262 4.73739 -0.1 -1.0 1.0 -0.03
C -5.67274 0.99150 3.97208 -0.7 1.5 -1.4 -0.05
H -5.89801 -2.35501 6.48372 -0.2 -0.4 -0.6 0.10
H -7.53760 -2.33041 7.19113 -0.2 -0.3 -0.4 0.10
H -6.68086 -0.87163 6.84461 -0.1 0.0 0.0 0.09
H -4.79365 1.43258 4.43345 -0.1 -0.3 0.3 0.09
H -6.44966 1.75419 3.86210 0.0 0.1 0.5 0.11
H -5.45592 0.81010 2.91717 0.3 -0.9 0.2 0.06
C 3.83382 -2.83272 -2.97161 0.3 -0.8 0.4 -0.02
O 2.43647 -2.89861 -3.25039 0.2 0.7 -0.6 -0.01
C 1.98045 -1.89869 -4.04334 0.1 -0.2 0.4 -0.62
O 2.58545 -0.96936 -4.50845 0.2 -0.4 0.2 0.14
O 0.69029 -2.12789 -4.16625 -1.4 -0.8 0.2 0.01
C -0.05870 -1.27216 -5.00189 0.1 1.0 -0.9 -0.03
H 4.11681 -1.82806 -2.66908 0.2 -0.1 -0.1 0.08
H 4.44513 -3.24629 -3.77501 -0.2 0.5 -0.4 0.11
H 3.98559 -3.55994 -2.17314 -0.1 0.3 0.3 0.08
H -1.09455 -1.57042 -5.15143 0.1 -0.7 0.7 0.09
H 0.37304 -1.26791 -6.00332 0.2 0.2 0.1 0.11
H -0.07077 -0.26338 -4.58972 0.1 0.1 -0.1 0.08
C 0.91007 -6.26368 -1.62386 0.3 0.5 1.0 -0.02
O -0.16117 -5.53114 -2.20759 -0.4 -0.3 -0.4 0.03
C -0.83371 -4.59710 -1.54888 1.2 -0.2 -1.7 -0.58
O -0.67285 -4.28796 -0.38843 0.0 0.0 2.4 0.07
O -1.59339 -3.97047 -2.42556 -0.3 -0.4 1.2 0.06
C -2.50562 -3.01684 -1.86320 -0.2 1.6 0.1 0.00
H 1.54996 -5.56597 -1.08116 0.1 0.0 0.0 0.07
H 1.49959 -6.74822 -2.39693 -0.4 0.2 -0.3 0.11
H 0.55850 -7.01918 -0.92066 -0.2 0.0 -0.1 0.10
H -2.65517 -3.06595 -0.78658 -0.1 -0.8 -0.1 0.07
H -3.44131 -3.05658 -2.41258 0.0 -0.3 0.1 0.11
H -2.10007 -2.00724 -1.96656 0.2 -0.1 -0.4 0.08
C -4.19450 -2.34925 2.08126 0.2 0.3 -0.7 -0.03
O -4.84115 -3.61875 2.10831 0.5 0.2 0.8 0.01
C -5.27738 -4.09962 0.95443 -0.7 -1.0 -0.2 -0.60
O -5.24528 -3.58529 -0.13325 0.2 0.1 0.3 0.13
O -5.77953 -5.31493 1.24548 0.6 0.5 0.1 -0.01
C -6.45327 -6.04833 0.22948 -1.0 0.9 -0.1 -0.03
H -3.49868 -2.33289 1.24216 -0.2 0.3 -0.1 0.06
H -3.60286 -2.16870 2.97668 -0.3 -0.5 0.2 0.10
H -4.94452 -1.56559 2.00092 0.0 0.1 -0.1 0.08
H -6.19478 -5.70299 -0.77113 0.6 -0.5 0.0 0.09
H -7.51036 -5.77949 0.30080 -0.1 -0.3 0.2 0.10
H -6.31065 -7.09424 0.48206 0.1 0.0 -0.5 0.10
C 7.07238 -2.16334 -0.10371 1.9 0.4 0.4 -0.05
O 5.96443 -1.41419 -0.52038 -1.0 -0.7 0.4 -0.03
C 6.16023 -0.39178 -1.33794 1.1 0.2 -0.3 -0.64
O 7.24029 -0.04488 -1.75905 -0.7 0.1 0.1 0.14
O 4.97229 0.13898 -1.58261 -0.5 -0.3 -0.3 -0.02
C 4.92660 1.31245 -2.40442 1.0 1.1 1.1 -0.01
H 6.80382 -2.95843 0.58612 -0.6 -0.1 -0.4 0.09
H 7.77638 -1.54497 0.46246 -0.2 0.3 0.0 0.10
H 7.69051 -2.50550 -0.93487 -0.4 -0.3 -0.2 0.10
H 5.41063 2.10087 -1.82342 -0.1 0.1 -0.1 0.09
H 3.89040 1.62537 -2.48128 0.0 -0.4 -0.5 0.08
H 5.52835 1.22701 -3.30668 -0.5 -0.4 -0.3 0.11
C 6.07926 1.59966 1.33991 0.6 -0.1 1.1 -0.02
O 4.97983 2.34318 0.85545 0.0 0.1 -1.3 0.01
C 3.78720 2.25284 1.40408 0.0 0.2 1.2 -0.62
O 3.57505 1.80076 2.50781 -0.4 -0.3 -0.3 0.12
O 2.90355 2.82470 0.59599 0.7 -0.4 -0.7 0.01
C 1.53105 2.85413 0.93370 -0.6 0.1 0.4 -0.02
H 6.27068 1.79052 2.39747 -0.2 0.3 0.0 0.10
H 6.93992 1.94797 0.77460 -0.1 -0.2 -0.1 0.11
H 5.96504 0.51718 1.27095 -0.3 0.0 -0.4 0.09
H 1.03388 1.88126 0.95239 0.5 -0.2 0.0 0.07
H 1.08058 3.41427 0.11626 -0.1 0.3 0.3 0.10
H 1.39738 3.31676 1.91179 -0.2 0.2 -0.1 0.10
```
Positions in Å, forces in eV/Å.

Computed properties:
E_HOMO	-10.82	eV
relative energy (zero: lowest compared OMol25 entry of this formula, charge and spin)	0.000	eV
strongest force on any atom	4.74	eV/A
net charge	+1
orbital gap	0.1331	Ha